DFT (ωB97M-V with the def2-TZVPD basis set) results for C43H42IN8O3S2Tl as an isolated structure.

Results
**Energy relative to the best compared isomer or geometry (same formula, charge and spin)**: 27.3 kcal/mol
**Gap between HOMO and LUMO**: 5.7 eV
**Charge**: 0
**HOMO**: -0.2491 Ha
**LUMO energy**: -1.1 eV

Structure (XYZ):
```
100
Properties=species:S:1:pos:R:3:forces:R:3
Tl 0.081978 0.364265 0.455133 -0.31 -0.25 0.80
C -3.444930 4.455215 -3.729399 0.08 -0.04 0.05
C -3.091887 3.759806 -2.442333 -0.06 0.00 -0.04
C -3.848177 2.697297 -1.959664 0.01 0.00 0.03
C -3.486145 2.038839 -0.798976 0.15 0.07 0.04
C -2.339654 2.390044 -0.077949 -0.28 0.27 0.17
N -1.927464 1.758476 1.093756 0.67 -0.84 -0.45
C -2.826699 1.609194 2.114503 -0.13 0.20 0.20
C -4.047386 2.335926 2.137860 0.18 -0.07 -0.05
C -4.933785 2.303100 3.189696 0.03 -0.06 0.08
C -4.669695 1.554608 4.331226 -0.08 0.03 0.02
C -5.608717 1.515167 5.507076 0.10 -0.03 -0.05
C -3.476095 0.860200 4.354777 0.07 -0.04 -0.04
C -2.577154 0.853826 3.290406 -0.27 0.31 -0.17
N -1.420926 0.049083 3.461034 -0.05 -0.42 0.11
C -1.357697 -1.074216 4.212333 0.13 -0.14 -0.11
C -0.052548 -1.508043 4.209841 0.06 -0.02 0.03
C 0.621834 -0.577460 3.417410 -0.18 0.09 0.26
N -0.211239 0.360370 2.968828 0.53 0.14 -0.01
C -1.576272 3.450874 -0.585760 -0.44 -0.17 -0.06
C -1.958580 4.128823 -1.732039 0.12 0.04 0.02
N -0.392864 3.825114 0.087372 -0.08 0.32 0.11
C 0.094161 5.075938 0.242022 0.14 0.03 0.08
C 1.272270 4.970829 0.939646 -0.04 -0.02 -0.01
C 1.424202 3.596504 1.174105 -0.02 0.23 -0.05
N 0.410709 2.918961 0.659827 0.45 -0.45 -0.29
H -4.486724 4.282956 -3.995567 -0.01 0.03 -0.01
H -2.823538 4.079284 -4.546126 -0.03 0.03 -0.03
H -3.273931 5.529457 -3.654937 -0.04 0.01 -0.03
H -4.729647 2.374128 -2.501651 -0.01 0.03 -0.01
H -4.093545 1.222318 -0.427526 -0.06 0.03 0.00
H -4.274090 2.973270 1.298097 -0.03 0.01 -0.02
H -5.843368 2.890264 3.130825 0.01 0.02 0.00
H -6.434339 2.212137 5.370489 -0.02 -0.01 0.01
H -5.086639 1.784359 6.427018 -0.05 -0.01 0.03
H -6.024604 0.514337 5.640460 -0.05 0.03 0.04
H -3.219536 0.311065 5.252689 0.04 0.01 0.00
H -2.225485 -1.510651 4.672334 -0.07 0.08 -0.04
H 0.347185 -2.382097 4.693273 -0.01 0.01 0.01
H 1.662317 -0.538728 3.142186 -0.04 -0.09 -0.04
H -1.348797 4.948625 -2.096488 0.04 -0.04 -0.01
H -0.425666 5.940219 -0.133087 -0.09 -0.06 -0.02
H 1.927466 5.767262 1.244359 -0.02 0.01 0.01
H 2.221365 3.096922 1.690041 -0.01 -0.03 -0.03
I -2.900701 -1.404126 0.540391 0.02 -0.34 0.05
C -1.797139 -3.187163 0.568821 -0.36 0.28 -0.08
C -2.542078 -4.333936 0.589107 0.01 0.09 -0.03
C -1.917204 -5.588568 0.639116 0.09 -0.12 0.03
C -0.557602 -5.654053 0.677189 -0.07 -0.06 0.01
C 0.234719 -4.483867 0.659318 -0.14 0.29 0.00
C 1.638565 -4.605202 0.733277 0.19 -0.05 0.02
C 2.429013 -3.501684 0.787230 -0.03 -0.07 0.04
C 1.838973 -2.224366 0.728276 -0.02 -0.05 -0.02
C 0.493201 -2.059934 0.609577 -0.01 1.25 -0.31
C -0.378145 -3.182560 0.595566 0.01 -0.20 0.03
H -3.621429 -4.276357 0.575394 0.00 0.03 -0.01
H -2.521616 -6.485491 0.661856 0.02 -0.01 0.00
H -0.051404 -6.609476 0.746865 0.00 0.00 -0.04
H 2.070679 -5.598999 0.752908 -0.02 0.00 0.03
H 3.506529 -3.580767 0.859630 0.00 -0.02 -0.03
H 2.492589 -1.374187 0.791345 -0.02 -0.04 -0.03
N 5.417038 -5.845776 -2.603229 0.04 0.00 -0.07
C 4.983279 -4.542682 -2.461648 0.02 0.15 -0.04
C 5.897252 -3.507906 -2.237491 -0.04 -0.16 0.03
C 5.468660 -2.193904 -2.194292 -0.05 0.07 0.11
C 4.123381 -1.903135 -2.355273 -0.02 0.35 -0.06
C 3.201697 -2.919687 -2.562896 -0.02 -0.04 0.03
C 3.627149 -4.230268 -2.613132 -0.04 -0.04 0.07
S 3.583770 -0.223117 -2.532375 -0.18 0.03 0.01
O 4.756830 0.619853 -2.525981 0.17 -0.09 0.04
O 2.788930 -0.217361 -3.730682 -0.51 0.10 0.21
N 2.632285 0.115225 -1.255938 0.01 0.04 0.03
C 3.214852 0.530348 -0.127200 0.54 0.18 -0.08
S 4.947681 0.798955 0.097090 -0.08 0.09 0.34
C 4.673481 1.148339 1.775663 0.12 -0.03 -0.29
C 3.363056 1.094488 2.050272 -0.28 -0.14 0.31
N 2.534401 0.747953 1.003564 -0.25 -0.16 -0.84
H 6.335489 -6.072787 -2.267335 -0.02 -0.05 0.05
H 4.732783 -6.577077 -2.537081 0.02 -0.04 0.06
H 6.948479 -3.745466 -2.124853 0.01 0.03 -0.01
H 6.166208 -1.378657 -2.054799 0.04 -0.04 -0.03
H 2.157447 -2.667893 -2.703354 0.00 -0.06 -0.01
H 2.912725 -5.027410 -2.783258 -0.01 0.00 -0.01
H 5.487850 1.407577 2.430983 -0.05 0.00 0.05
H 2.917336 1.281698 3.017720 0.01 0.07 -0.01
C 1.156424 2.853768 -2.524638 -0.22 -0.15 0.02
C 0.144896 1.870080 -3.083577 0.12 0.13 -0.07
O -0.627763 1.221190 -2.058690 0.34 -0.32 0.14
C -1.513242 0.244555 -2.609906 -0.17 -0.12 -0.14
C -0.886461 -1.116988 -2.865380 0.11 0.23 0.19
H 1.941980 3.012331 -3.263701 -0.02 0.00 -0.01
H 1.619026 2.433511 -1.637422 0.14 0.02 0.05
H 0.708290 3.814741 -2.278771 0.03 0.00 0.03
H 0.675648 1.116349 -3.655396 0.08 -0.20 -0.11
H -0.564862 2.387758 -3.742325 0.01 -0.07 0.00
H -1.930557 0.640708 -3.543200 -0.01 0.07 0.07
H -2.329996 0.149593 -1.895383 0.02 0.02 -0.11
H 0.020855 -1.019224 -3.454822 0.15 -0.05 -0.11
H -1.595619 -1.743413 -3.409457 0.00 -0.02 0.03
H -0.633293 -1.613398 -1.924794 0.01 -0.02 -0.06
```
Positions in Å, forces in eV/Å.

Löwdin population analysis, charges in e, atoms 1 to 6:
1 Tl 1.028
2 C -0.046
3 C -0.272
4 C -0.034
5 C -0.072
6 C -0.294

***

DFT (ωB97M-V with the def2-TZVPD basis set) results for a 11-piece molecular cluster, C38H50F8IN10O3P overall.

Results
**SMILES string**: CP(C)C1=CC(=O)C(CCCI)=C(CCOCC(F)(F)C(F)(F)C(F)(F)C(F)F)C1=O.CC#N.CC#N.CC#N.CC#N.CC#N.CC#N.CC#N.CC#N.CC#N.CC#N
**Gap between HOMO and LUMO**: 6.8 eV
**Charge**: 0
**HOMO**: -0.2752 Ha
**LUMO energy**: -0.7 eV

Structure (XYZ):
```
111
Properties=species:S:1:pos:R:3:forces:R:3
C 2.307941 3.423471 3.791793 -0.75 -0.23 0.79
P 0.888102 4.177579 2.884594 1.19 1.72 -1.28
C -0.509163 4.586039 4.012362 0.02 -0.67 0.19
C 0.354822 3.158277 1.477712 0.11 -1.00 1.04
C -0.914256 3.029629 1.123836 -0.06 -0.22 -0.29
C -1.327804 2.232693 -0.070271 1.28 0.34 1.15
O -2.404208 2.465285 -0.518156 -2.18 0.16 -1.29
C -0.390001 1.234230 -0.668352 -0.28 -0.42 -0.07
C -0.807900 0.162174 -1.662832 -1.11 0.72 0.43
C -2.270139 -0.288730 -1.559107 0.07 -1.05 -0.10
C -2.522746 -1.246659 -0.363153 -0.02 0.56 -1.25
I -1.720947 -3.194902 -0.942013 0.05 0.30 0.37
C 0.881826 1.341641 -0.316552 0.78 0.05 0.36
C 1.990818 0.464688 -0.832712 0.59 0.66 0.35
C 2.609226 -0.409316 0.283431 0.25 0.49 -1.05
O 3.307199 -1.475212 -0.370827 -0.58 -0.40 0.06
C 3.134714 -2.688025 0.306840 0.14 0.10 0.99
C 4.228981 -3.682186 -0.130572 -0.40 1.52 -0.72
F 4.684127 -4.399272 0.894866 -0.22 -1.01 0.65
F 5.270896 -2.932564 -0.533177 0.84 0.10 -0.34
C 3.865697 -4.565981 -1.340224 -0.70 0.22 0.57
F 4.865424 -5.391764 -1.631400 0.70 -0.68 0.26
F 3.714110 -3.759110 -2.385573 -0.26 0.69 -0.70
C 2.558174 -5.395119 -1.209990 0.90 -0.94 0.38
F 2.622805 -6.346596 -2.148285 0.38 -0.76 -0.66
F 1.488811 -4.690910 -1.500377 -0.91 1.17 0.26
C 2.393739 -6.151828 0.124696 0.19 -0.73 -0.39
F 2.020339 -5.343604 1.117029 -0.05 0.66 0.49
F 1.409123 -7.044699 -0.062157 -0.64 -0.35 -0.05
C 1.339018 2.414963 0.633046 -1.02 0.00 0.11
O 2.509285 2.663328 0.703742 1.71 0.36 0.16
H 2.002601 2.613096 4.466863 0.23 -0.11 -0.26
H 2.711108 4.213612 4.434654 -0.13 0.00 -0.16
H 3.110896 3.122340 3.120887 -0.30 -0.07 -0.13
H -0.260925 5.524785 4.513135 0.17 -0.15 -0.07
H -1.417125 4.796785 3.442734 0.16 -0.13 -0.08
H -0.729557 3.826066 4.771444 -0.04 0.05 -0.16
H -1.689808 3.531855 1.686318 -0.31 -0.18 -0.28
H -0.198315 -0.724564 -1.482313 0.10 0.14 -0.28
H -0.644689 0.548115 -2.675324 0.17 -0.19 0.06
H -3.004183 0.518775 -1.573871 0.29 0.04 0.25
H -2.469523 -0.889966 -2.453542 -0.07 0.27 -0.02
H -2.067433 -0.892326 0.566037 -0.26 -0.56 -0.42
H -3.599194 -1.400321 -0.309386 0.17 -0.19 0.50
H 2.795252 1.144430 -1.140120 -0.10 -0.15 -0.14
H 1.733750 -0.119097 -1.712822 -0.20 -0.13 0.26
H 3.368932 0.206549 0.776327 -0.28 -0.18 0.39
H 1.856425 -0.766114 0.994250 0.06 -0.09 -0.12
H 3.311324 -2.512456 1.381732 0.06 -0.28 -0.10
H 2.118841 -3.096203 0.232732 0.14 0.06 -0.28
H 3.276281 -6.730140 0.407296 0.25 0.35 -0.04
C 2.768749 6.513304 -0.286350 -0.29 -0.04 0.23
C 1.779112 7.209730 0.539700 0.97 -0.74 -0.82
N 1.007038 7.737610 1.187594 -0.86 0.64 0.68
H 3.748150 6.961454 -0.160367 -0.06 0.10 0.01
H 2.815471 5.464445 0.011979 -0.06 0.00 0.04
H 2.486025 6.573383 -1.335968 0.02 0.04 0.00
C -2.876535 -1.169101 3.957345 0.36 0.39 -0.43
C -2.302517 -0.279013 2.945548 -0.48 -0.67 0.92
N -1.852178 0.407114 2.150885 0.37 0.60 -0.32
H -3.338169 -2.024503 3.471100 -0.03 0.04 0.00
H -2.101960 -1.515250 4.624411 0.14 0.04 -0.07
H -3.627421 -0.637925 4.529268 0.01 -0.02 0.06
C 6.308259 4.961370 -1.189311 -0.10 0.24 0.00
C 5.959591 6.382295 -1.299800 0.55 -1.52 0.03
N 5.698275 7.485581 -1.391970 -0.25 1.24 -0.12
H 6.511162 4.711571 -0.149624 -0.01 0.00 -0.01
H 5.483045 4.348909 -1.548669 0.02 -0.01 0.00
H 7.193415 4.752129 -1.786585 -0.02 -0.01 -0.01
C 0.117611 -2.531768 7.084592 -0.23 -0.01 -0.07
C -1.288051 -2.692564 6.697866 1.13 0.03 0.45
N -2.380510 -2.816637 6.394844 -0.79 -0.28 -0.01
H 0.762346 -2.945375 6.311385 0.00 0.00 0.01
H 0.346231 -1.475396 7.212815 0.00 -0.01 0.00
H 0.303763 -3.053242 8.021292 0.00 0.00 0.00
C -6.685520 -0.147069 1.941862 0.15 -0.06 0.46
C -6.184068 -0.704593 3.202612 -0.43 0.53 -1.00
N -5.776330 -1.131986 4.178609 -0.07 -0.35 0.78
H -7.690694 0.244659 2.083903 0.00 -0.01 -0.02
H -6.032943 0.657660 1.607429 0.01 -0.02 -0.02
H -6.709786 -0.918619 1.183463 0.01 0.01 -0.02
C -3.759393 -6.222984 2.280765 0.04 0.22 -0.04
C -3.755683 -4.781703 2.017687 -0.04 -1.20 0.26
N -3.751117 -3.661710 1.808444 -0.13 0.96 -0.14
H -2.850268 -6.671484 1.883796 0.00 0.02 -0.01
H -3.807650 -6.400942 3.353333 -0.01 0.01 0.00
H -4.622357 -6.682866 1.803315 0.00 0.00 0.00
C -1.486263 3.851215 -3.550383 -0.01 -0.17 -0.11
C -1.939551 2.635540 -4.232255 0.34 1.00 0.59
N -2.292325 1.688727 -4.761384 -0.26 -0.79 -0.49
H -0.585071 4.228350 -4.030658 -0.02 0.00 -0.03
H -2.262797 4.611703 -3.599907 0.00 -0.01 0.01
H -1.272792 3.628559 -2.507105 -0.06 -0.01 0.00
C 6.856570 -2.032024 -3.389670 0.02 0.23 -0.02
C 6.847436 -0.568927 -3.495923 -0.01 -1.20 0.09
N 6.839429 0.568296 -3.576355 -0.01 0.95 -0.05
H 7.788718 -2.426138 -3.790197 0.00 0.02 -0.01
H 6.763695 -2.325349 -2.346623 -0.03 0.01 -0.01
H 6.022527 -2.448669 -3.951167 -0.01 0.01 0.02
C -7.298790 -3.512234 -1.342054 0.02 0.21 0.03
C -7.371094 -2.062879 -1.133146 0.05 -1.17 -0.26
N -7.426757 -0.935184 -0.972234 -0.08 0.84 0.00
H -7.771091 -3.771791 -2.287398 0.00 0.01 0.00
H -6.257326 -3.828955 -1.363388 0.00 0.02 0.01
H -7.812503 -4.027111 -0.532397 0.00 0.01 0.00
C -2.501381 2.095544 -8.448060 -0.01 0.20 0.02
C -2.506986 3.551953 -8.618453 0.00 -1.20 0.14
N -2.511941 4.684584 -8.749355 0.01 0.94 -0.09
H -1.590985 1.677314 -8.873181 0.00 0.01 0.00
H -2.546554 1.847732 -7.388515 0.01 0.00 0.02
H -3.361938 1.660524 -8.952640 0.00 0.02 -0.01
```
Positions in Å, forces in eV/Å.

Löwdin population analysis, charges in e, atoms 1 to 6:
1 C -0.286
2 P 0.937
3 C -0.279
4 C -0.313
5 C -0.041
6 C -0.388

***

Q: Among the records above, which one has the highest HOMO?
A: C43H42IN8O3S2Tl

***

Q: Which of these has the highest gap between HOMO and LUMO?
A: C38H50F8IN10O3P